Record 1
Formula: C9H14
Source: the OMol25 dataset
Level of theory: ωB97M-V/def2-TZVPD

```
! wB97M-V def2-TZVPD RIJCOSX def2/J DEFGRID3
* xyz 0 1
C 0.217 0.432 0.439
C -0.752 1.479 -2.959
C -0.681 0.789 -1.688
C 0.144 2.538 -3.284
C 0.058 1.306 -0.714
C 0.824 3.039 -2.214
C 0.699 2.550 -0.896
H -1.528 1.340 -3.725
H -1.540 0.000 -1.501
H 0.169 3.071 -4.297
H 1.667 3.730 -2.258
H 0.506 1.038 1.390
H 1.081 -0.340 0.385
H 1.105 3.268 -0.144
H -0.697 -0.143 0.633
C -0.260 -3.387 1.922
C -0.086 -2.631 3.254
H 0.185 -2.798 1.048
H 0.388 -4.258 1.905
H -1.375 -3.809 1.768
H 0.940 -2.444 3.528
H -0.503 -1.638 3.281
H -0.562 -3.134 4.125
*
```

Results
Energy relative to the best compared isomer or geometry (same formula, charge and spin)   46.6 kcal/mol
SMILES string   Cc1ccccc1.CC

Atom charges from the Mulliken analysis, given in e for atoms 1 to 4: atom 1 (C): -1.063, atom 2 (C): -0.380, atom 3 (C): -0.506, atom 4 (C): -0.582

=====

Record 2
Formula: C9H14
Source: the OMol25 dataset
Level of theory: ωB97M-V/def2-TZVPD

```
! wB97M-V def2-TZVPD RIJCOSX def2/J DEFGRID3
* xyz 0 1
C 1.276 -1.493 1.802
C 0.820 -2.803 -0.297
C 0.938 -1.580 0.341
C 0.250 -2.862 -1.566
C -0.027 -1.690 -2.244
C 0.592 -0.400 -0.337
C 0.182 -0.440 -1.655
H 1.108 -3.700 0.240
H 0.052 -3.794 -2.080
H 2.158 -2.073 2.073
H 0.480 -1.896 2.430
H -0.371 -1.738 -3.269
H 0.740 0.513 0.229
H 0.180 0.416 -2.314
H 1.468 -0.468 2.121
C -0.808 3.196 1.186
C -1.608 2.775 -0.056
H 0.187 2.768 1.210
H -0.821 4.286 1.217
H -1.299 2.885 2.113
H -2.682 2.752 0.143
H -1.314 1.808 -0.460
H -1.502 3.539 -0.827
*
```

Results
Energy relative to the best compared isomer or geometry (same formula, charge and spin)   8.1 kcal/mol
SMILES string   Cc1ccccc1.CC

Atom charges from the Mulliken analysis, given in e for atoms 1 to 4: atom 1 (C): -1.344, atom 2 (C): -0.305, atom 3 (C): 0.630, atom 4 (C): -0.532

=====

Record 3
Formula: C9H14
Source: the OMol25 dataset
Level of theory: ωB97M-V/def2-TZVPD

```
! wB97M-V def2-TZVPD RIJCOSX def2/J DEFGRID3
* xyz 0 1
C -0.597 -0.392 -2.277
C -1.405 0.719 -2.933
H -1.083 -0.916 -1.463
H -0.336 -1.167 -3.010
H 0.417 -0.069 -2.050
H -2.458 0.458 -3.000
H -0.969 1.001 -3.887
H -1.319 1.608 -2.300
C 1.806 -1.866 1.701
C -0.362 -0.649 1.951
C 0.949 -0.645 1.419
C -1.152 0.475 1.865
C 1.419 0.506 0.849
C -0.750 1.526 1.016
C 0.562 1.618 0.645
H -0.669 -1.448 2.587
H -1.982 0.555 2.515
H 1.963 -2.400 0.756
H 1.310 -2.545 2.385
H 2.406 0.601 0.413
H -1.559 2.176 0.704
H 1.010 2.426 0.081
H 2.800 -1.573 2.032
*
```

Results
Energy relative to the best compared isomer or geometry (same formula, charge and spin)   16.6 kcal/mol
SMILES string   Cc1ccccc1.CC

Atom charges from the Mulliken analysis, given in e for atoms 1 to 4: atom 1 (C): -0.820, atom 2 (C): -0.829, atom 3 (H): 0.253, atom 4 (H): 0.400

=====

Record 4
Formula: C9H14
Source: the OMol25 dataset
Level of theory: ωB97M-V/def2-TZVPD

```
! wB97M-V def2-TZVPD RIJCOSX def2/J DEFGRID3
* xyz 0 1
C -2.421 0.392 3.767
C -1.434 -0.702 3.476
H -2.996 0.170 4.663
H -1.918 1.340 3.985
H -3.169 0.528 2.983
H -0.870 -0.582 2.549
H -1.968 -1.623 3.214
H -0.670 -0.738 4.252
C 0.965 -0.973 -3.491
C 1.901 0.023 -1.343
C 0.780 -0.184 -2.188
C 1.724 0.397 -0.021
C 0.430 0.663 0.485
C -0.443 0.183 -1.737
C -0.622 0.537 -0.393
H 2.853 -0.345 -1.704
H 2.641 0.492 0.546
H 2.008 -0.997 -3.796
H 0.423 -0.526 -4.320
H 0.247 0.828 1.533
H -1.326 0.048 -2.354
H -1.645 0.547 -0.028
H 0.590 -1.946 -3.177
*
```

Results
Energy relative to the best compared isomer or geometry (same formula, charge and spin)   14.1 kcal/mol
SMILES string   Cc1ccccc1.CC

Atom charges from the Mulliken analysis, given in e for atoms 1 to 4: atom 1 (C): -0.877, atom 2 (C): -0.727, atom 3 (H): 0.320, atom 4 (H): 0.277

=====

Record 5
Formula: C9H14
Source: the OMol25 dataset
Level of theory: ωB97M-V/def2-TZVPD

```
! wB97M-V def2-TZVPD RIJCOSX def2/J DEFGRID3
* xyz 0 1
C -0.322 -0.629 -3.430
C 1.134 -1.161 -3.241
H -0.205 0.446 -3.318
H -0.582 -0.780 -4.478
H -1.070 -1.072 -2.787
H 1.553 -1.268 -4.235
H 1.123 -2.152 -2.792
H 1.761 -0.499 -2.667
C -0.608 0.255 4.011
C 0.019 -0.617 0.309
C 0.068 0.665 -0.204
C -0.322 -0.717 1.651
C -0.280 0.363 2.522
C 0.037 1.794 0.610
C -0.102 1.632 1.983
H 0.090 -1.472 -0.353
H 0.212 0.884 -1.251
H -0.577 -1.693 2.039
H 0.211 2.731 0.116
H -0.546 -0.782 4.285
H -1.575 0.724 4.184
H -0.204 2.562 2.529
H 0.183 0.786 4.516
*
```

Results
Energy relative to the best compared isomer or geometry (same formula, charge and spin)   14.0 kcal/mol
SMILES string   Cc1ccccc1.CC

Atom charges from the Mulliken analysis, given in e for atoms 1 to 4: atom 1 (C): -0.841, atom 2 (C): -0.841, atom 3 (H): 0.272, atom 4 (H): 0.346

=====

Record 6
Formula: C9H14
Source: the OMol25 dataset
Level of theory: ωB97M-V/def2-TZVPD

```
! wB97M-V def2-TZVPD RIJCOSX def2/J DEFGRID3
* xyz 0 1
C 2.193 -2.251 -0.069
C -0.913 -0.921 -1.422
C 0.026 -1.666 -0.731
C -0.542 0.390 -1.918
C 1.331 -1.206 -0.621
C 0.789 0.925 -1.603
C 1.608 0.197 -0.861
H -1.839 -1.319 -1.779
H -0.287 -2.503 -0.162
H -1.178 1.068 -2.246
H 1.129 1.835 -2.066
H 1.590 -2.806 0.655
H 3.101 -1.698 0.460
H 2.579 0.527 -0.687
H 2.580 -3.090 -0.840
C -0.893 1.097 1.598
C -2.038 2.113 1.775
H 0.229 1.437 1.766
H -0.921 0.303 2.377
H -1.115 0.625 0.591
H -2.958 1.458 2.386
H -2.503 2.653 0.819
H -1.970 2.835 2.579
*
```

Results
Energy relative to the best compared isomer or geometry (same formula, charge and spin)   69.4 kcal/mol
SMILES string   Cc1ccccc1.CC

Atom charges from the Mulliken analysis, given in e for atoms 1 to 4: atom 1 (C): -1.026, atom 2 (C): -0.701, atom 3 (C): -0.338, atom 4 (C): -0.675